This record from the OMol25 dataset describes a cluster of 16 separate species, H32O16 in total in a non-equilibrium geometry. The level of theory is ωB97M-V/def2-TZVPD.

The value obtained for the relative energy (zero: lowest compared OMol25 entry of this formula, charge and spin) is 4.105 eV. For the energy, the calculation gives -33280.8292 eV. For the highest occupied orbital energy, the calculation gives -10.67 eV. The calculation puts the molar mass at 288.24 g/mol. For the HOMO-LUMO gap, the calculation gives 10.7 eV.

Atoms and positions in Å:
1 O 1.7882 -0.8157 2.1588
2 O -1.7939 1.5304 -2.3236
3 O -1.6971 -2.6813 -3.1856
4 O 0.5800 -3.6891 -0.8552
5 O -1.2575 2.7674 0.9878
6 O -1.9037 0.1237 2.4661
7 O 0.5764 2.9592 -1.4053
8 O -0.2059 0.4745 -0.1716
9 O 0.3855 -1.3004 -2.0246
10 O -0.1527 -2.4032 3.0640
11 O 3.3670 0.1534 -0.4990
12 O 0.3782 1.3637 3.2164
13 O 2.0432 1.9854 0.8777
14 O -3.2286 -0.2761 -0.2069
15 O -1.4562 -2.2543 0.6327
16 O 2.3059 1.4911 -2.7222
17 H 1.2912 2.4511 0.5419
18 H -0.0037 -0.2177 -0.8032
19 H -0.7304 -1.9607 2.4702
20 H 2.8098 2.5853 0.7497
21 H -1.1101 1.4952 -1.7003
22 H 0.8630 -2.1211 -1.8409
23 H -2.4624 2.1064 -1.9776
24 H -1.0811 0.5625 2.8200
25 H -2.3966 0.1408 -0.0356
26 H 0.1398 0.1210 0.6317
27 H 1.5243 0.0042 2.5477
28 H -1.2041 1.9369 0.4844
29 H -1.8960 -3.5203 -2.8209
30 H -2.1724 -2.8620 0.6588
31 H -0.0373 -3.1086 -0.4739
32 H 0.0360 -4.4864 -0.9003
33 H 2.7708 0.6667 0.0521
34 H -3.2533 -0.0613 -1.1362
35 H -1.0230 -2.2769 -2.6901
36 H 2.4751 0.7981 -2.0548
37 H -1.9709 -1.4411 0.5565
38 H 1.3057 2.5656 -1.9112
39 H 0.9600 3.8174 -1.1772
40 H 3.1330 -0.7827 -0.3855
41 H 0.8343 1.9868 2.6688
42 H 0.0025 -3.2804 2.6928
43 H 3.1771 1.7205 -3.1074
44 H -1.5276 3.3479 0.2797
45 H -2.4166 0.8997 2.3556
46 H 0.4153 1.9703 3.9552
47 H 1.0955 -1.4106 2.4367
48 H 0.7234 -1.0754 -2.8963

Cartesian forces (eV/Å) of the 6 atoms listed first:
0.88 -0.03 -1.26
-1.57 -0.70 -1.86
-1.56 0.19 -1.99
0.92 -1.77 -0.74
-0.20 -0.35 -0.09
1.76 -0.40 0.58